C16H30AsBr2PReSe3Te | the ωB97M-V functional and the def2-TZVPD basis

As for the spin multiplicity: 4. Its HOMO-LUMO gap (alpha / beta) is 6.9 / 5.3 eV. For the calculated total energy, the calculation gives -15902.91141 a.u. The relative energy (zero: lowest compared OMol25 entry of this formula, charge and spin) comes out at 20.0 kJ/mol. As for the charge: +2. The value obtained for the HOMO energy (alpha / beta) is -13.7 / -13.9 eV.

Last column: natural (NBO) charge in e.
CARTESIAN COORDINATES (ANGSTROEM)
Re (0.44610, -0.07630, -0.00321)  0.052
Se (-1.55138, -0.09443, -1.32986)  -0.103
Se (-1.61668, 1.40619, -3.16892)  0.069
Te (0.54317, 2.50746, -3.21135)  0.627
Se (1.53003, 1.86853, -0.98647)  -0.229
Br (-0.78484, -1.81720, 1.45416)  0.214
C (-2.13764, -2.92676, 0.48116)  -0.508
Br (-1.41191, -3.90014, -0.96022)  0.151
H (-2.90708, -2.24926, 0.13213)  0.250
H (-2.47524, -3.58690, 1.27132)  0.260
C (1.67594, -2.32191, -2.81929)  -0.617
C (2.80580, -1.57783, -2.11224)  -0.742
P (2.54086, -1.29941, -0.33328)  1.126
C (4.04023, -0.45658, 0.28973)  -0.730
C (5.33668, -0.76038, -0.46676)  -0.613
C (2.45323, -2.94092, 0.45016)  -0.740
C (3.70335, -3.80898, 0.31445)  -0.617
H (1.84347, -2.30563, -3.89511)  0.248
H (0.69786, -1.87539, -2.62804)  0.208
H (1.63547, -3.36606, -2.50845)  0.221
H (2.97795, -0.59455, -2.55615)  0.250
H (3.74074, -2.13487, -2.20151)  0.259
H (4.13065, -0.72897, 1.34583)  0.242
H (3.84350, 0.61498, 0.24974)  0.244
H (5.54790, -1.82559, -0.53390)  0.222
H (6.17171, -0.29236, 0.05295)  0.247
H (5.31032, -0.35278, -1.47620)  0.222
H (1.58542, -3.43522, 0.00470)  0.251
H (2.20904, -2.77816, 1.50379)  0.242
H (3.94267, -4.02066, -0.72778)  0.220
H (3.53750, -4.76456, 0.80992)  0.249
H (4.57153, -3.34760, 0.78303)  0.218
C (2.45701, 2.30016, 2.31765)  -0.953
As (1.15275, 0.89230, 2.20814)  1.121
C (-0.41491, 1.74676, 2.94406)  -0.947
C (1.75205, -0.38704, 3.57424)  -0.702
C (1.77915, 0.24126, 4.93913)  -0.103
C (2.94525, 0.82970, 5.41914)  -0.214
C (2.97003, 1.41005, 6.67978)  -0.188
C (1.83011, 1.40189, 7.46968)  -0.184
C (0.66549, 0.80899, 7.00080)  -0.207
C (0.64065, 0.23074, 5.74082)  -0.163
H (2.50289, 2.60993, 3.36127)  0.269
H (2.13815, 3.13852, 1.70168)  0.260
H (3.43967, 1.96090, 1.99835)  0.246
H (-0.14174, 2.17617, 3.90655)  0.269
H (-1.22550, 1.03256, 3.07483)  0.249
H (-0.73307, 2.53210, 2.25964)  0.256
H (2.74830, -0.70888, 3.26535)  0.240
H (1.09562, -1.25661, 3.54106)  0.241
H (3.84529, 0.82391, 4.81380)  0.210
H (3.88398, 1.85627, 7.04780)  0.234
H (1.85152, 1.84624, 8.45539)  0.237
H (-0.22060, 0.78700, 7.62069)  0.233
H (-0.26907, -0.24426, 5.38907)  0.200